Entry 1:
The following is a DFT calculation (ωB97M-V with the def2-TZVPD basis set) of H2N2O4S as an isolated structure in a non-equilibrium geometry.

The calculation puts the HOMO-LUMO gap (alpha / beta) at 7.6 / 7.6 eV. As for the relative energy (zero: lowest compared OMol25 entry of this formula, charge and spin): 84.0 kcal/mol. As for the HOMO energy (alpha / beta): -9.556 / -9.557 eV. The net charge is 0.

```
9
Properties=species:S:1:pos:R:3:lowdin_charge:R:1
N -1.267 0.667 -0.655 -0.21
N 1.484 -1.120 0.242 -0.61
O 2.024 -0.484 -0.656 0.02
O 1.734 -2.225 0.544 0.09
O 0.429 -0.736 0.834 -0.22
O -0.862 2.082 1.205 -0.39
S -1.212 0.724 0.895 1.06
H -0.547 1.189 -1.248 0.14
H -1.783 -0.095 -1.162 0.12
```


Entry 2:
The following is a DFT calculation (ωB97M-V with the def2-TZVPD basis set) of a 2-piece molecular cluster, C8H16Cl3F4OSSi overall in a non-equilibrium geometry.

The calculation puts the HOMO-LUMO gap at 9.0 eV. As for the relative energy (zero: lowest compared OMol25 entry of this formula, charge and spin): 118.1 kcal/mol. As for the HOMO energy: -13.110 eV. The net charge is +1.

```
34
Properties=species:S:1:pos:R:3:lowdin_charge:R:1
C 4.315 1.565 -0.162 -0.20
Si 3.034 0.129 -0.089 0.48
C 3.762 -1.338 -1.100 -0.22
C 2.974 -0.436 1.792 -0.21
O 1.386 0.576 -0.501 -0.36
C 1.320 1.792 -1.327 -0.26
C -0.308 2.142 -1.485 -0.29
S -1.263 0.726 -0.695 1.20
C -3.109 1.039 -0.651 -0.38
F -3.490 1.635 0.684 -0.01
F -3.625 1.929 -1.716 0.01
C -3.843 -0.463 -0.658 -0.08
F -2.944 -1.406 0.106 -0.07
F -4.030 -0.972 -2.061 -0.01
H 5.298 1.137 -0.686 0.07
H 4.679 1.930 0.908 0.07
H 3.989 2.498 -0.788 0.04
H 3.205 -2.322 -0.749 0.06
H 3.527 -1.180 -2.251 0.05
H 4.944 -1.441 -0.969 0.08
H 2.652 -1.554 1.919 0.05
H 4.077 -0.252 2.188 0.06
H 2.293 0.326 2.381 0.05
H 1.821 2.726 -0.822 0.13
H 1.728 1.646 -2.429 0.15
H -0.517 3.191 -0.963 0.14
H -0.594 2.317 -2.631 0.14
H -1.096 -0.399 -1.544 0.11
H -4.864 -0.456 -0.042 0.21
C -4.999 -2.999 2.773 -1.55
Cl -3.974 -3.715 4.029 0.53
Cl -6.316 -4.103 2.341 0.53
Cl -5.646 -1.440 3.312 0.51
H -4.387 -2.829 1.884 -0.01
```


Entry 3:
The following is a DFT calculation (ωB97M-V with the def2-TZVPD basis set) of a 2-piece molecular cluster, C6H8N2S overall in a non-equilibrium geometry.

The calculation puts the HOMO-LUMO gap (alpha / beta) at 7.2 / 7.2 eV. As for the relative energy (zero: lowest compared OMol25 entry of this formula, charge and spin): 110.9 kcal/mol. As for the SMILES: [S-][N+]1=CC=NC1.C#CC. As for the HOMO energy (alpha / beta): -8.083 / -8.084 eV. The net charge is 0.

```
17
Properties=species:S:1:pos:R:3:lowdin_charge:R:1
C 1.900 -0.648 -1.807 -0.09
C 1.703 -1.236 -0.524 -0.09
C -0.298 -0.938 -1.605 -0.20
C -1.220 2.137 0.048 0.07
C -1.180 1.605 1.159 -0.21
C -0.850 1.025 2.472 -0.13
N 0.756 -0.579 -2.430 0.06
N 0.410 -1.375 -0.267 -0.56
S -0.618 -1.996 0.845 0.59
H 2.763 -0.647 -2.367 0.09
H 2.483 -1.119 0.146 0.10
H -0.867 -1.734 -1.975 0.10
H -0.930 -0.137 -1.206 0.09
H -1.627 2.908 -0.537 0.01
H -1.093 -0.040 2.401 -0.02
H 0.236 1.124 2.594 0.09
H -1.567 1.649 3.054 0.10
```


Entry 4:
The following is a DFT calculation (ωB97M-V with the def2-TZVPD basis set) of a 2-piece molecular cluster, C14H28BClNO4 overall in a non-equilibrium geometry.

The calculation puts the HOMO-LUMO gap at 7.6 eV. As for the HOMO energy: -5.140 eV. The net charge is -1.

```
49
Properties=species:S:1:pos:R:3:lowdin_charge:R:1
C 0.473 -1.387 4.217 0.03
C 0.285 -2.048 2.966 0.01
C 0.049 -2.385 1.365 -0.31
C 1.095 -3.645 1.024 -0.06
O -1.340 -2.936 1.233 -0.09
B -1.998 -2.546 -0.036 -1.22
Cl -2.109 -4.133 -1.009 0.54
C -3.436 -1.734 0.126 -0.17
O -4.606 -2.639 0.303 -0.27
C -5.625 -1.735 0.932 -0.15
O -1.108 -1.453 -0.525 -0.05
C 0.044 -1.117 0.326 -0.36
C 1.318 -1.266 -0.727 -0.15
C 1.364 0.152 -1.581 -0.13
N 0.238 0.293 0.834 -0.02
C -1.041 0.925 1.334 -0.20
C -0.836 2.574 1.137 -0.23
C -1.232 3.019 -0.413 -0.14
H 0.798 -0.911 5.241 0.02
H 1.035 -3.974 -0.117 0.09
H 2.185 -3.335 1.319 0.08
H 0.796 -4.616 1.643 0.10
H -3.336 -1.064 1.080 0.11
H -3.597 -1.135 -0.872 0.13
H -5.263 -1.496 2.027 0.09
H -5.604 -0.740 0.283 0.09
H -6.708 -2.219 0.938 0.09
H 1.219 -2.223 -1.408 0.12
H 2.292 -1.329 -0.069 0.11
H 1.956 1.010 -1.044 0.06
H 0.228 0.427 -1.802 0.08
H 1.967 -0.094 -2.576 0.07
H 1.031 0.379 1.510 0.13
H -1.135 0.745 2.490 0.11
H -2.003 0.654 0.726 0.12
H 0.319 2.762 1.369 0.10
H -1.435 3.206 1.920 0.09
H -1.316 2.031 -1.047 0.07
H -2.268 3.580 -0.405 0.07
H -0.427 3.692 -0.931 0.06
C 4.878 2.503 -2.782 -0.10
C 3.553 3.200 -2.553 -0.33
O 3.320 3.353 -1.160 -0.10
H 4.884 1.520 -2.299 0.08
H 5.071 2.373 -3.850 0.07
H 5.700 3.078 -2.342 0.07
H 2.733 2.611 -2.973 0.10
H 3.544 4.189 -3.021 0.10
H 4.049 3.885 -0.798 0.08
```


Entry 5:
The following is a DFT calculation (ωB97M-V with the def2-TZVPD basis set) of a 3-piece molecular cluster, C26H57N4O5 overall in a non-equilibrium geometry.

The calculation puts the HOMO-LUMO gap (alpha / beta) at 8.7 / 7.8 eV. The expectation value of S² is 1.62. As for the spin multiplicity: 2. As for the HOMO energy (alpha / beta): -8.332 / -8.039 eV. The net charge is 0.

```
92
Properties=species:S:1:pos:R:3:mulliken_spin:R:1
C -3.480 -1.302 -3.736 0.87
C -3.581 -1.397 -2.253 -0.78
C -2.922 -2.730 -1.538 0.06
C -1.853 -2.281 -0.333 -0.08
C -0.943 -0.978 -0.797 0.02
C -0.178 -1.164 -2.233 -0.01
N 1.258 -1.663 -2.125 0.00
C -2.774 -1.786 0.923 0.06
C -2.038 -2.192 2.328 0.00
C -0.639 -1.404 2.643 0.01
C -3.098 -1.756 3.546 0.02
N -1.962 -3.699 2.370 0.34
O -3.181 -4.280 2.292 0.59
C -0.990 -4.287 1.383 0.02
C -1.546 -5.830 1.058 0.00
C 0.542 -4.526 2.008 0.01
C -0.855 -3.535 -0.052 0.03
H -4.161 -1.931 -4.452 -0.05
H -2.649 -0.621 -4.215 -0.05
H -4.101 -0.509 -1.651 0.04
H -2.337 -3.327 -2.385 -0.03
H -3.768 -3.352 -1.023 -0.03
H -1.593 0.019 -0.886 0.00
H -0.095 -0.705 -0.002 0.00
H -0.719 -1.854 -3.006 0.01
H -0.099 -0.073 -2.710 0.00
H 1.561 -1.695 -1.126 0.00
H 1.214 -2.642 -2.530 0.00
H -3.866 -2.216 0.847 0.00
H -2.867 -0.603 0.907 0.00
H -0.381 -1.618 3.788 -0.01
H 0.260 -1.684 1.937 0.00
H -0.860 -0.232 2.600 0.00
H -2.575 -0.877 4.157 0.00
H -3.288 -2.623 4.309 -0.01
H -4.088 -1.282 3.102 0.00
H -2.457 -5.842 0.323 0.00
H -1.714 -6.463 2.044 0.00
H -0.640 -6.359 0.492 0.00
H 0.556 -4.566 3.178 -0.01
H 1.242 -3.621 1.686 0.00
H 1.049 -5.507 1.604 0.00
H -1.055 -4.337 -0.913 0.00
H 0.254 -3.180 -0.207 0.00
C 5.976 0.078 -7.020 0.00
O 6.429 1.052 -6.090 0.00
C 5.511 2.135 -5.896 0.00
C 4.823 2.038 -4.525 0.00
N 3.872 0.921 -4.480 0.00
C 3.426 0.563 -3.126 0.00
C 4.496 0.168 -2.086 0.00
O 5.139 -1.082 -2.341 0.00
C 6.160 -1.033 -3.327 0.00
H 6.830 -0.556 -7.289 0.00
H 5.206 -0.555 -6.587 0.00
H 5.608 0.552 -7.940 0.00
H 4.785 2.212 -6.712 0.00
H 6.113 3.051 -5.909 0.00
H 4.291 2.971 -4.319 0.00
H 5.610 1.922 -3.775 0.00
H 4.296 0.101 -4.902 0.00
H 2.745 -0.290 -3.245 0.00
H 2.827 1.388 -2.727 0.00
H 3.977 0.039 -1.130 0.00
H 5.235 0.958 -1.915 0.00
H 6.724 -0.094 -3.297 0.00
H 5.726 -1.192 -4.314 0.00
H 6.855 -1.855 -3.146 0.00
C -3.339 1.835 5.206 0.00
O -2.362 1.956 4.181 0.00
C -2.910 2.274 2.896 0.00
C -2.605 3.730 2.510 0.00
N -3.376 4.675 3.328 0.00
C -2.904 6.064 3.250 0.00
C -1.440 6.360 3.639 0.00
O -1.153 6.208 5.030 0.00
C -0.961 4.867 5.452 0.00
H -2.867 1.351 6.068 0.00
H -3.705 2.809 5.521 0.00
H -4.176 1.201 4.881 0.00
H -3.982 2.052 2.837 0.00
H -2.403 1.620 2.178 0.00
H -2.851 3.885 1.455 0.00
H -1.529 3.880 2.635 0.00
H -3.344 4.383 4.299 0.00
H -3.552 6.644 3.920 0.00
H -3.087 6.438 2.237 0.00
H -1.261 7.419 3.419 0.00
H -0.718 5.807 3.030 0.00
H -0.456 4.259 4.694 0.00
H -1.920 4.426 5.726 0.00
H -0.343 4.873 6.353 0.00
```


Entry 6:
The following is a DFT calculation (ωB97M-V with the def2-TZVPD basis set) of a 2-piece molecular cluster, C17H28BrF8N2O5S overall in a non-equilibrium geometry.

The calculation puts the HOMO-LUMO gap at 7.9 eV. As for the HOMO energy: -12.433 eV. The net charge is +1.

```
62
Properties=species:S:1:pos:R:3:lowdin_charge:R:1
O -2.395 -1.698 -0.693 -0.30
S -1.042 -2.091 -0.016 0.92
O -1.128 -3.609 0.379 -0.31
C 0.419 -1.836 -1.175 -0.21
N 1.417 -2.930 -0.870 0.01
C 2.791 -2.723 -1.513 -0.05
C 3.336 -1.272 -0.884 -0.29
C 4.956 -1.068 -1.026 -0.14
C 5.458 0.403 -0.415 -0.18
C 4.636 0.852 0.942 -0.22
C 5.173 2.258 1.619 -0.21
O 4.408 2.484 2.887 -0.14
N 2.491 -0.203 -1.540 -0.03
C 1.025 -0.314 -1.186 -0.26
C 0.210 0.529 -2.378 -0.13
C -1.062 1.393 -1.809 -0.24
C -1.198 2.819 -2.673 -0.60
Br -2.854 2.923 -3.790 0.56
C -0.947 -1.134 1.590 -0.23
F -1.091 0.337 1.456 0.03
F -2.130 -1.584 2.414 0.04
C 0.378 -1.437 2.507 -0.15
F 0.787 -2.862 2.562 0.06
F 1.480 -0.497 2.145 0.03
F -0.004 -1.068 3.921 0.05
H 0.011 -2.052 -2.273 0.19
H 1.598 -3.096 0.145 0.16
H 1.013 -3.827 -1.257 0.20
H 3.527 -3.554 -1.139 0.16
H 2.742 -2.701 -2.697 0.18
H 3.009 -1.310 0.261 0.14
H 5.355 -1.152 -2.140 0.13
H 5.486 -1.948 -0.420 0.13
H 5.181 1.187 -1.272 0.12
H 6.614 0.421 -0.185 0.13
H 3.482 1.036 0.698 0.09
H 4.627 -0.006 1.772 0.14
H 6.327 2.181 1.794 0.14
H 4.845 3.122 0.890 0.13
H 3.424 2.389 2.723 0.09
H 2.845 0.763 -1.369 0.12
H 0.856 0.301 -0.205 0.14
H 1.007 1.329 -2.764 0.13
H -0.051 -0.133 -3.307 0.13
H -2.078 0.794 -1.989 0.11
H -0.914 1.724 -0.694 0.11
H -1.242 3.700 -1.894 0.08
H -0.276 3.022 -3.366 0.07
C -5.221 -1.106 0.418 -0.06
C -4.694 -0.048 1.369 -0.22
O -5.330 1.215 1.124 0.01
C -6.578 1.378 1.667 -0.32
O -7.155 0.515 2.326 0.15
C -7.116 2.777 1.376 -0.47
F -6.938 3.150 0.075 0.14
F -6.499 3.731 2.131 0.14
F -8.450 2.899 1.625 0.15
H -5.113 -0.777 -0.622 0.08
H -4.682 -2.049 0.549 0.07
H -6.286 -1.292 0.581 0.08
H -3.623 0.097 1.197 0.09
H -4.815 -0.349 2.416 0.13
```


Entry 7:
The following is a DFT calculation (ωB97M-V with the def2-TZVPD basis set) of C4H8N2O as an isolated structure in a non-equilibrium geometry.

The calculation puts the HOMO-LUMO gap (alpha / beta) at 7.0 / 6.9 eV. As for the relative energy (zero: lowest compared OMol25 entry of this formula, charge and spin): 114.9 kcal/mol. As for the HOMO energy (alpha / beta): -6.412 / -6.414 eV. The net charge is 0.

```
15
Properties=species:S:1:pos:R:3:lowdin_charge:R:1
C -1.260 -1.141 -0.152 -0.06
C 0.904 -0.007 0.100 -0.30
C -0.489 0.153 0.020 -0.38
N 1.786 -0.945 0.452 0.17
N -1.238 1.206 0.586 0.08
C 1.029 1.098 -0.846 -0.27
O 1.593 2.101 -0.293 -0.02
H 2.761 -0.700 0.300 0.12
H 1.508 -1.592 1.182 0.12
H -0.687 2.062 0.662 0.09
H -2.243 1.088 0.492 0.09
H 0.748 1.091 -1.909 0.13
H -0.680 -1.911 -0.667 0.07
H -1.570 -1.548 0.816 0.07
H -2.163 -0.954 -0.742 0.08
```


Entry 8:
The following is a DFT calculation (ωB97M-V with the def2-TZVPD basis set) of a 10-piece molecular cluster, C24H56F5N20O10S overall in a non-equilibrium geometry.

The calculation puts the HOMO-LUMO gap at 6.8 eV. As for the HOMO energy: -10.753 eV. The net charge is +1.

```
116
Properties=species:S:1:pos:R:3:lowdin_charge:R:1
C 5.689 0.762 0.979 -0.03
C 5.430 -0.364 -0.196 -0.30
O 5.354 -1.655 0.226 -0.08
N 5.242 -0.014 -1.688 0.01
C 3.936 -0.716 -2.050 -0.23
C 3.360 -0.306 -3.529 -0.18
C 3.025 1.286 -3.728 -0.21
C 2.492 2.060 -2.386 -0.31
S 1.116 3.236 -2.943 1.18
C 0.629 4.329 -1.454 -0.34
N 1.281 3.897 -0.160 -0.06
C -0.438 2.317 -3.441 -0.43
F -0.334 1.994 -4.890 -0.03
F -1.627 3.237 -3.315 -0.05
C -0.738 0.945 -2.597 -0.08
C -0.638 -0.498 -3.434 0.04
C -0.946 -1.970 -2.713 -0.01
C -1.399 -2.079 -1.131 0.05
C -1.493 -0.642 -0.304 -0.01
C -1.962 -0.682 1.270 -0.21
F -1.969 0.692 1.877 -0.01
F -1.238 -1.675 2.104 0.02
F -3.403 -1.133 1.261 -0.01
C -1.170 0.835 -1.019 0.08
H 4.672 0.853 1.596 0.10
H 6.037 1.783 0.522 0.09
H 6.484 0.288 1.719 0.08
H 5.126 1.027 -1.787 0.10
H 3.178 -0.531 -1.160 0.12
H 4.122 -1.886 -2.070 0.14
H 2.416 -0.964 -3.749 0.09
H 4.190 -0.579 -4.343 0.14
H 4.002 1.784 -4.190 0.14
H 2.176 1.422 -4.553 0.11
H 2.158 1.365 -1.506 0.10
H 3.390 2.760 -2.029 0.13
H 1.082 5.399 -1.717 0.14
H -0.528 4.474 -1.354 0.12
H 1.257 2.864 -0.014 0.06
H 0.638 4.278 0.598 0.12
H -0.345 -0.555 -4.577 0.10
H -0.857 -2.983 -3.329 0.09
H -1.633 -3.133 -0.675 0.12
H -1.260 1.811 -0.373 0.11
C -6.596 0.880 3.003 -0.72
O -6.580 1.912 2.351 0.01
N -5.639 -0.060 2.901 0.15
N -7.572 0.591 3.883 0.16
H -5.635 -0.916 3.430 0.10
H -4.886 0.119 2.250 0.07
H -8.312 1.272 3.990 0.11
H -7.603 -0.254 4.429 0.05
C -9.054 -2.045 6.283 -0.71
O -8.206 -1.995 5.406 0.00
N -8.744 -2.148 7.588 0.16
N -10.373 -2.002 6.024 0.16
H -9.427 -2.190 8.325 0.10
H -7.761 -2.183 7.827 0.11
H -10.649 -1.925 5.054 0.12
H -11.085 -2.042 6.733 0.11
C -3.359 4.831 -6.623 -0.72
O -3.770 4.950 -7.766 0.03
N -3.304 5.861 -5.759 0.15
N -2.926 3.659 -6.123 0.15
H -2.969 5.783 -4.814 0.09
H -3.621 6.761 -6.095 0.11
H -2.951 2.858 -6.741 0.11
H -2.584 3.542 -5.184 0.05
C 1.018 2.262 3.449 -0.71
O 1.736 2.273 2.461 0.00
N 0.053 1.344 3.637 0.16
N 1.130 3.166 4.439 0.16
H -0.548 1.319 4.443 0.11
H -0.065 0.645 2.915 0.08
H 1.844 3.875 4.337 0.11
H 0.548 3.173 5.260 0.11
C 9.237 0.254 3.662 -0.72
O 8.816 0.632 2.580 0.02
N 10.443 0.611 4.139 0.15
N 8.531 -0.554 4.474 0.15
H 10.806 0.310 5.028 0.10
H 11.006 1.219 3.559 0.11
H 7.618 -0.846 4.153 0.11
H 8.860 -0.875 5.369 0.10
C 2.079 -3.204 -5.527 -0.70
O 2.467 -2.052 -5.640 0.00
N 0.777 -3.540 -5.567 0.15
N 2.918 -4.241 -5.354 0.18
H 0.438 -4.482 -5.476 0.11
H 0.111 -2.789 -5.696 0.10
H 3.908 -4.031 -5.318 0.09
H 2.618 -5.196 -5.259 0.11
C 5.884 -6.442 -5.401 -0.73
O 5.340 -6.623 -4.324 0.02
N 6.137 -7.442 -6.265 0.15
N 6.279 -5.227 -5.822 0.15
H 6.585 -7.313 -7.156 0.10
H 5.856 -8.373 -5.986 0.12
H 6.107 -4.446 -5.202 0.11
H 6.729 -5.059 -6.706 0.10
C 4.414 5.823 0.282 -0.72
O 4.649 5.165 -0.718 0.00
N 5.157 6.885 0.645 0.15
N 3.392 5.547 1.111 0.15
H 4.979 7.439 1.466 0.10
H 5.936 7.127 0.048 0.12
H 2.808 4.755 0.875 0.05
H 3.182 6.077 1.940 0.10
C -11.998 -5.414 7.070 -0.73
O -12.973 -4.691 6.933 0.02
N -10.881 -5.275 6.334 0.15
N -11.955 -6.413 7.970 0.15
H -10.068 -5.860 6.433 0.10
H -10.872 -4.534 5.645 0.09
H -12.776 -6.552 8.544 0.11
H -11.161 -7.019 8.097 0.10
```


Entry 9:
The following is a DFT calculation (ωB97M-V with the def2-TZVPD basis set) of C7H12 as an isolated structure in a non-equilibrium geometry.

The calculation puts the HOMO-LUMO gap at 8.6 eV. As for the relative energy (zero: lowest compared OMol25 entry of this formula, charge and spin): 119.4 kcal/mol. As for the HOMO energy: -7.705 eV. The net charge is 0.

```
19
Properties=species:S:1:pos:R:3:lowdin_charge:R:1
C 1.223 -1.465 0.545 -0.12
C 1.318 0.030 0.551 -0.21
C -0.039 0.814 0.415 -0.36
C -1.101 0.184 -0.426 -0.17
C -2.055 -0.624 0.227 -0.08
C -1.822 -1.546 -0.762 -0.05
C 0.256 2.257 -0.110 -0.07
H 0.575 -1.796 -0.279 0.04
H 0.579 -1.969 1.279 0.09
H 2.119 -2.052 0.363 0.07
H 1.753 0.342 1.498 0.11
H 1.923 0.403 -0.260 0.10
H -1.264 0.541 -1.442 0.12
H -0.483 0.949 1.412 0.13
H -1.594 -2.587 -0.476 0.09
H -2.226 -1.384 -1.765 0.09
H -0.721 2.676 -0.336 0.07
H 0.808 2.341 -1.061 0.08
H 0.751 2.888 0.629 0.08
```


| no. | DFT total energy (eV) |
| --- | --- |
| 1 | -22031.54887 |
| 2 | -77741.78695 |
| 3 | -20162.23022 |
| 4 | -37845.94500 |
| 5 | -44070.06625 |
| 6 | -133901.54968 |
| 7 | -9301.41016 |
| 8 | -100484.29553 |
| 9 | -7448.25459 |